i | Molecular formula: C8H6N2O2
Method: DFT, ωB97M-V/def2-TZVPD

Computed properties:
orbital gap = 10.71 eV
structure (SMILES) = C#C[C@H](C#N)[C@H](C#N)CC(=O)O

```
! RIJCOSX wB97M-V def2-TZVPD def2/J DEFGRID3
* xyz 0 1
C -2.290 -1.215 1.411
C -1.958 -0.466 0.366
C -1.205 0.412 -0.785
C -1.866 -0.077 -2.194
N -2.352 -0.469 -3.254
C 0.370 -0.057 -0.879
C 0.333 -1.631 -1.315
N 0.197 -2.828 -1.559
C 1.143 0.070 0.542
C 1.559 1.593 0.910
O 1.157 2.527 0.147
O 2.366 1.780 2.078
H -2.305 -1.733 2.451
H -1.294 1.544 -0.613
H 0.877 0.597 -1.682
H 2.142 -0.537 0.485
H 0.561 -0.385 1.432
H 2.564 0.874 2.457
*
```

Atomic partial charges in e from the natural (NBO) method, atoms 1 to 2:
1 C -0.230
2 C -0.051

=====

ii | Molecular formula: C8H6N2O2
Method: DFT, ωB97M-V/def2-TZVPD

Computed properties:
orbital gap = 8.09 eV
structure (SMILES) = O=c1[nH]c2ncccc2cc1O

```
! RIJCOSX wB97M-V def2-TZVPD def2/J DEFGRID3
* xyz 0 1
C 2.101 0.501 -0.067
C 0.928 1.296 -0.016
C -0.248 0.558 0.103
C -1.440 1.263 0.059
C -2.648 0.545 0.047
C -2.715 -0.840 0.039
C -0.462 -0.899 -0.069
C 1.929 -0.992 -0.129
H 3.984 0.408 0.151
H 0.933 2.359 0.206
H -1.446 2.310 -0.083
H -3.662 1.109 -0.194
H -3.582 -1.361 0.097
H 0.776 -2.610 -0.080
N -1.581 -1.518 -0.049
N 0.740 -1.643 -0.149
O 3.304 1.044 -0.110
O 3.090 -1.532 0.246
*
```

Atomic partial charges in e from the natural (NBO) method, atoms 1 to 2:
1 C 0.310
2 C -0.261

=====

What should be chosen as the least stable of them? Choose i.

=====

i | Molecular formula: C3H6ClNS
Method: DFT, ωB97M-V/def2-TZVPD

Computed properties:
orbital gap = 9.45 eV
structure (SMILES) = S/N=C\CCCl

```
! RIJCOSX wB97M-V def2-TZVPD def2/J DEFGRID3
* xyz 0 1
C -0.233 1.131 0.210
C 0.502 -0.127 0.744
C 1.401 -0.846 -0.344
H -3.578 0.415 -0.774
H 0.074 2.258 0.201
H -0.478 -0.807 0.981
H 0.876 -0.109 1.802
H 1.909 -1.793 0.286
H 0.693 -1.503 -1.086
N -1.354 1.183 -0.427
S -2.158 -0.253 -0.735
Cl 2.344 0.452 -0.859
*
```

Atomic partial charges in e from the natural (NBO) method, atoms 1 to 2:
1 C 0.082
2 C -0.520

=====

ii | Molecular formula: C3H6ClNS
Method: DFT, ωB97M-V/def2-TZVPD

Computed properties:
orbital gap = 9.11 eV
structure (SMILES) = C[C@H](Cl)C(N)=S

```
! RIJCOSX wB97M-V def2-TZVPD def2/J DEFGRID3
* xyz 0 1
C -0.757 1.368 0.196
C -0.370 0.118 -0.671
C 0.888 -0.615 -0.256
H -1.573 2.001 -0.246
H -1.031 1.021 1.190
H 0.089 2.103 0.259
H -0.116 0.576 -1.596
H -0.104 -1.838 1.037
H 1.553 -1.905 1.186
N 0.773 -1.475 0.756
S 2.328 -0.284 -0.948
Cl -1.679 -1.070 -0.907
*
```

Atomic partial charges in e from the natural (NBO) method, atoms 1 to 2:
1 C -0.613
2 C -0.270

=====

What should be chosen as the least stable of them? Choose i.